74
Properties=species:S:1:pos:R:3 method="wB97M-V/def2-TZVPD" largest_force_ev_per_a=5.6 charge=+1 lumo_energy_ha=-0.12377 energy_ha=-1628.96585
C -3.710 -2.984 -0.629
C -3.675 -2.756 -2.251
C -2.229 -3.035 -2.967
C -0.963 -3.226 -1.945
N 0.288 -2.796 -2.727
C 1.553 -3.338 -2.100
N 2.576 -2.268 -2.536
C 2.598 -1.219 -1.405
N 3.205 0.022 -1.401
C 3.225 1.001 -0.248
O 1.906 1.329 0.315
C 1.438 2.664 -0.086
C 2.254 4.083 0.131
C 1.689 5.569 -0.320
C 2.635 6.908 -0.022
C 0.225 5.720 -1.046
C -0.644 4.319 -1.249
C -0.072 2.816 -0.789
C -1.084 1.555 -1.060
C -0.683 0.651 -2.371
C -1.251 0.688 0.337
N 1.816 -1.751 -0.185
C 1.798 -3.232 -0.485
N 3.292 -3.577 -0.382
C 1.090 -4.289 0.544
N -0.210 -3.821 1.160
C -0.001 -2.918 2.357
H -3.107 -2.070 -0.152
H -3.214 -3.974 -0.250
H -4.827 -2.835 -0.247
H -4.100 -1.679 -2.515
H -4.448 -3.523 -2.742
H -2.343 -3.908 -3.764
H -1.987 -2.063 -3.617
H -0.909 -4.374 -1.623
H -0.987 -2.512 -0.997
H 0.225 -3.130 -3.726
H 1.893 -4.433 -2.422
H 2.089 -1.792 -3.351
H 3.717 0.307 -2.287
H 3.871 1.922 -0.572
H 3.833 0.466 0.629
H 3.306 4.022 0.641
H 2.016 7.861 -0.382
H 3.653 6.849 -0.607
H 2.910 7.021 1.125
H -0.203 6.747 -1.412
H -1.707 4.459 -1.774
H -2.167 2.001 -1.286
H -1.375 1.037 -3.262
H -1.030 -0.445 -2.151
H 0.437 0.740 -2.704
H -1.322 1.494 1.214
H -2.209 0.013 0.370
H -0.334 0.011 0.598
H 0.854 -1.463 -0.484
H 3.474 -4.542 -0.738
H 3.639 -3.433 0.591
H 0.940 -5.339 -0.002
H 1.837 -4.507 1.447
H -0.737 -4.675 1.500
H 0.065 -3.511 3.364
H -0.969 -2.227 2.421
H 0.910 -2.190 2.262
C -1.756 3.546 4.263
C -1.661 3.090 5.679
O -2.372 1.873 5.682
C -2.227 1.374 4.422
O -2.464 0.219 4.112
O -1.776 2.326 3.549
F -2.290 3.953 6.507
H -2.677 4.102 4.058
H -0.902 4.160 3.966
H -0.637 2.918 6.028

16
Properties=species:S:1:pos:R:3 method="wB97M-V/def2-TZVPD" de_lowest_kj_mol=282.4 largest_force_ev_per_a=4.2 lumo_energy_ha=0.02699 energy_ha=-685.91138
C -2.124 0.385 0.468
N -1.070 0.650 -0.565
C -0.093 -0.408 -0.549
C 1.326 -0.095 -1.156
S 2.783 -0.833 -0.154
C 0.491 -0.502 0.902
O 0.515 0.408 1.731
H -3.027 0.935 0.204
H -2.457 -0.649 0.412
H -1.700 0.692 1.427
H -0.564 1.444 -0.179
H -0.435 -1.354 -0.968
H 1.542 -0.452 -2.155
H 1.534 0.975 -1.118
H 2.921 0.345 0.457
H 0.359 -1.541 1.242